This record from the OMol25 dataset describes a cluster of 13 separate species, C39H106N4O13 in total. The level of theory is ωB97M-V with the def2-TZVPD basis set.

The geometry in XYZ format:
```
162
Properties=species:S:1:pos:R:3:forces:R:3:lowdin_charge:R:1
C 18.09504 8.09340 10.70390 -0.6 -1.1 0.2 -0.078
C 17.91748 7.66482 12.15599 0.2 -0.2 -0.5 -0.354
O 18.58478 8.52407 13.02581 0.5 -0.1 0.7 -0.089
H 17.56528 9.03611 10.56694 0.2 0.0 -0.3 0.054
H 17.61442 7.28742 10.14938 -0.4 0.2 -0.5 0.068
H 19.11510 8.09399 10.31976 0.1 0.4 0.5 0.074
H 18.26166 6.64457 12.32546 0.5 -0.1 -0.1 0.104
H 16.85196 7.57258 12.36637 -0.3 0.4 0.1 0.103
H 17.98304 9.20532 13.33467 -0.4 0.5 0.1 0.024
C 17.27898 12.24515 18.78872 -0.5 0.4 -0.4 -0.061
C 16.73054 12.09031 17.37689 0.9 -2.3 0.2 -0.259
O 17.23896 10.79677 16.91733 -0.1 1.2 -1.0 -0.151
H 16.88925 11.52979 19.51294 -0.7 0.1 -0.2 0.068
H 17.01742 13.26619 19.06648 0.6 0.0 0.7 0.063
H 18.33388 11.97107 18.80121 0.2 0.8 -0.3 0.076
H 17.10694 12.82071 16.66071 0.2 0.2 0.2 0.095
H 15.64376 12.11027 17.29546 -0.2 0.0 0.3 0.096
H 16.78964 10.09711 17.39712 -0.4 0.1 0.5 0.005
C 14.32800 16.58137 13.06439 -0.8 -0.4 -0.5 -0.062
C 13.50938 17.84064 13.18310 0.3 0.8 0.5 -0.323
O 13.67518 18.64291 12.01647 -0.2 -0.3 -0.3 -0.072
H 13.91056 15.80691 13.70786 0.3 0.1 0.4 0.047
H 15.41174 16.64242 13.16386 -0.3 0.3 0.0 0.057
H 14.04834 16.20930 12.07877 0.5 -0.1 -0.3 0.057
H 13.76796 18.50259 14.00958 0.3 -0.3 0.5 0.099
H 12.46542 17.57362 13.34735 -0.2 -0.1 -0.2 0.098
H 12.97444 19.29853 12.04350 0.1 0.2 -0.2 0.080
C 12.23186 10.82688 10.66212 -0.2 0.2 1.4 -0.082
C 11.21764 11.35794 9.71037 0.9 1.0 0.5 -0.362
O 10.97536 10.39478 8.76364 -0.6 -0.7 -1.8 -0.045
H 13.20166 10.53981 10.25568 -0.2 0.2 -0.4 0.072
H 11.79896 9.93662 11.11834 0.2 -0.1 0.4 0.057
H 12.37994 11.59948 11.41661 0.3 -0.3 0.5 0.072
H 11.65982 12.26123 9.29009 -0.2 0.0 -0.8 0.099
H 10.29816 11.69922 10.18594 -0.1 -0.1 0.4 0.098
H 10.84098 9.57353 9.24226 -0.1 -0.2 -0.1 0.084
C 10.95512 8.62827 13.41507 1.2 0.1 -1.2 -0.105
C 10.73898 7.84154 14.65347 -0.7 1.2 0.5 -0.337
O 9.52126 7.12824 14.56427 -0.1 -0.5 0.4 -0.066
H 11.87214 9.20453 13.53801 0.1 0.1 -0.2 0.054
H 10.17705 9.33880 13.13601 -0.3 -0.1 0.4 0.079
H 11.10322 7.94885 12.57569 0.0 0.0 -0.2 0.080
H 10.61636 8.60283 15.42386 0.3 -0.2 0.6 0.094
H 11.59314 7.21779 14.91702 -0.2 -0.3 -0.2 0.119
H 8.88088 7.72538 14.95789 -0.3 -0.3 -0.1 0.082
C 20.69666 10.23836 16.85428 -0.2 0.3 0.9 -0.069
C 20.29794 11.40236 15.96132 -1.0 -0.6 -1.1 -0.328
O 21.26026 12.43531 15.90100 0.3 0.3 0.3 -0.073
H 21.77896 10.10908 16.85494 -0.1 -0.2 -0.1 0.076
H 20.18058 9.28979 16.70603 0.1 0.0 -0.9 0.065
H 20.37290 10.44422 17.87453 0.4 0.4 0.3 0.058
H 19.32026 11.79993 16.23361 0.2 0.3 0.7 0.074
H 20.05352 11.08375 14.94798 0.4 -0.5 -0.3 0.110
H 21.63584 12.46286 15.01795 0.0 -0.1 0.1 0.082
C 17.46885 15.67093 14.63227 1.1 -0.3 0.1 -0.083
C 18.27620 14.49604 14.00067 -1.2 0.7 0.9 -0.286
O 17.70194 14.03644 12.78977 0.2 -0.3 0.0 -0.089
H 17.49294 16.53091 13.96298 -0.2 0.0 -0.1 0.068
H 18.01872 15.99263 15.51671 0.1 0.0 0.2 0.070
H 16.45452 15.46944 14.97673 0.0 -0.3 -0.4 0.053
H 18.27170 13.64729 14.68455 -0.1 -0.1 0.0 0.086
H 19.32044 14.80265 13.94035 0.1 0.0 -0.5 0.111
H 17.65544 14.75311 12.15272 0.1 0.1 0.0 0.083
C 16.90194 7.58621 16.66504 0.3 0.4 0.3 -0.068
C 17.13696 7.97343 18.15700 0.1 -0.5 -1.6 -0.255
O 16.14560 8.94695 18.55722 0.2 -1.1 0.1 -0.095
H 17.12796 8.43825 16.02391 0.0 0.0 -0.1 0.050
H 15.90912 7.22575 16.39584 -0.2 0.2 0.5 0.073
H 17.56690 6.77963 16.35626 0.3 0.1 0.2 0.079
H 18.13083 8.41321 18.24027 0.1 0.2 -0.1 0.101
H 17.20719 7.04621 18.72571 -0.8 0.2 0.5 0.109
H 16.15155 9.00105 19.51568 0.0 0.1 0.1 0.097
C 12.12064 11.58312 17.93949 -0.1 -1.6 -0.1 -0.046
C 11.88606 10.06548 18.30174 0.7 0.3 -1.1 -0.324
O 11.38998 9.90885 19.58354 -0.4 0.5 1.6 -0.070
H 11.23286 12.20697 18.04314 -0.1 -0.2 0.0 0.074
H 12.46336 11.60275 16.90496 -0.2 0.1 -0.2 0.047
H 12.93456 12.02957 18.51074 -0.1 -0.2 0.4 0.061
H 12.80768 9.49881 18.16909 0.7 0.4 0.2 0.097
H 11.24770 9.47795 17.64188 -0.6 0.8 -0.7 0.090
H 11.38386 8.98328 19.83829 0.0 0.0 -0.1 0.087
C 12.48966 16.57051 16.30729 0.3 1.0 0.2 -0.038
C 12.51458 16.80447 17.83513 -0.3 -2.4 -0.2 -0.500
C 12.99550 15.41646 18.40412 2.2 0.2 1.0 -0.103
C 14.58048 15.22983 18.52558 -1.8 1.2 -0.6 -0.162
C 15.22704 16.48312 19.10592 -0.7 0.9 -1.0 -0.120
C 14.77274 17.87643 18.45486 1.0 -0.7 0.0 -0.451
N 13.30422 17.91768 18.32919 0.4 -0.3 1.5 -0.102
O 12.75472 19.19274 18.02846 0.4 -0.8 0.0 0.003
C 15.29618 18.97441 19.45596 -1.5 0.0 -0.4 -0.028
C 15.44548 18.08783 17.07518 -0.7 0.3 -0.2 -0.031
C 11.08348 16.94111 18.34859 -0.4 0.7 -0.2 -0.043
H 13.46486 16.27606 15.91947 0.1 0.1 0.1 0.053
H 12.21772 17.53841 15.88620 -0.2 -0.1 -0.6 0.075
H 11.79746 15.78828 15.99572 -0.3 0.2 0.2 0.079
H 12.58790 15.27491 19.40508 -0.1 0.0 0.1 0.111
H 12.67458 14.57076 17.79593 -0.5 0.3 -0.2 0.086
H 14.95784 15.07415 17.51490 0.2 -0.1 -0.2 0.089
H 14.81904 14.33618 19.10227 -0.1 0.0 0.1 0.093
H 16.29020 16.41933 18.87419 0.2 0.1 0.6 0.111
H 15.00662 16.59093 20.16794 0.3 -0.3 0.1 0.110
H 16.36616 19.17770 19.41221 0.0 -0.5 0.0 0.085
H 14.79930 19.93371 19.31114 0.0 0.0 -0.6 0.070
H 14.93162 18.71521 20.44995 0.5 -0.2 0.2 0.077
H 15.14782 19.09653 16.78877 0.6 0.3 -0.2 0.077
H 16.52648 17.95522 17.03094 0.0 0.3 0.3 0.081
H 15.03686 17.48043 16.26760 -0.1 -0.4 0.3 0.049
H 10.58874 17.82732 17.95112 0.1 0.2 -0.1 0.078
H 11.07856 17.05223 19.43290 0.0 -0.2 0.0 0.090
H 10.44954 16.10824 18.04437 0.2 -0.3 0.1 0.087
H 12.96954 19.33557 17.10377 0.0 0.3 -0.5 0.079
C 14.62754 9.73866 14.83440 0.1 -0.3 -0.2 -0.039
C 15.19552 10.78195 13.83374 -0.7 0.3 1.5 -0.355
C 14.59192 12.20030 14.15652 -0.3 -1.2 -0.9 -0.171
O 13.18908 12.03627 14.11943 -1.0 -0.6 0.2 -0.209
C 12.40204 13.15609 14.47380 1.6 1.1 -0.5 -0.096
N 16.65630 10.82329 13.89381 -0.2 -0.4 0.1 0.077
H 15.00660 9.82899 15.85236 0.0 0.5 0.0 0.060
H 14.87030 8.70694 14.57997 0.3 0.0 -0.5 0.070
H 13.53816 9.74628 14.87034 0.1 0.4 0.0 0.052
H 14.85208 10.47051 12.84725 0.0 0.3 -0.2 0.124
H 14.95634 12.85065 13.36132 -0.1 0.5 -0.2 0.113
H 14.91578 12.63682 15.10133 0.2 -0.3 0.4 0.111
H 11.31580 13.06751 14.45604 0.3 -0.8 -0.1 0.069
H 12.68572 13.93418 13.76514 -0.4 0.5 -0.3 0.069
H 12.73312 13.56538 15.42825 -0.2 -0.1 0.5 0.066
H 16.88286 10.85038 14.87770 0.4 -0.2 0.5 0.039
H 17.01484 11.69653 13.53464 0.0 0.2 -0.5 0.055
C 13.45866 15.73521 9.13996 0.3 0.3 0.7 -0.061
C 14.36818 14.66902 8.55669 -0.3 0.4 -2.2 -0.424
C 14.82664 13.63416 9.55388 -0.1 1.1 -0.7 -0.229
O 15.80890 12.82025 8.99090 0.2 -1.1 0.0 -0.159
C 16.18786 11.80458 9.91080 1.0 0.3 0.2 -0.095
N 13.77954 14.13691 7.29151 0.2 0.2 0.8 0.050
H 13.99528 16.24190 9.94209 0.0 -0.1 0.3 0.052
H 12.52642 15.35476 9.55743 -0.1 -0.2 -0.1 0.072
H 13.24224 16.55916 8.45998 -0.1 -0.4 -0.4 0.082
H 15.24458 15.21233 8.20336 0.3 -0.1 0.1 0.137
H 13.95124 13.05170 9.84113 0.0 -0.1 0.7 0.117
H 15.30686 14.25776 10.30793 -0.3 -0.4 1.0 0.123
H 15.40196 11.09692 10.17483 -0.2 0.0 -0.2 0.070
H 16.57697 12.24382 10.82936 -0.3 0.3 0.4 0.071
H 17.07366 11.27581 9.55889 -0.3 -0.1 -0.6 0.084
H 14.46396 13.56578 6.81665 0.2 -0.1 0.0 0.062
H 13.02478 13.50534 7.51856 -0.3 -0.1 0.0 0.053
C 8.83494 12.92515 12.93128 0.3 0.7 -0.6 -0.033
C 9.64338 14.15365 12.37297 -0.4 -1.9 -0.4 -0.458
C 9.00352 14.79450 11.14040 1.3 -0.6 0.0 -0.210
O 9.05334 13.91209 10.01333 -1.2 1.3 0.4 -0.176
C 8.30490 14.49636 8.94976 -0.7 -1.1 -0.5 -0.108
N 9.72022 15.11694 13.41403 -0.4 0.2 0.8 0.042
H 7.85734 13.17724 13.34219 -0.1 0.7 0.0 0.074
H 9.36471 12.48814 13.77774 0.2 -0.3 -0.3 0.059
H 8.58346 12.23009 12.13020 0.5 -0.3 0.1 0.071
H 10.67202 13.84585 12.18514 0.0 -0.4 -0.6 0.121
H 9.55543 15.70785 10.91844 0.5 0.2 -0.3 0.117
H 8.04633 15.22050 11.44114 -0.8 -0.7 -0.3 0.126
H 8.74710 15.38950 8.50832 0.2 0.0 0.2 0.091
H 7.25966 14.67348 9.20311 0.0 0.6 0.8 0.083
H 8.11148 13.73989 8.18921 0.9 -0.1 -0.2 0.088
H 10.11258 15.95823 13.01603 -0.1 0.5 0.3 0.071
H 8.72974 15.22658 13.57833 -0.1 1.1 0.9 0.074
```
Positions in Å, forces in eV/Å.

The lowest unoccupied orbital energy comes out at 0.269 eV. The value obtained for the gap between HOMO and LUMO is 8.79 eV.

This record from the OMol25 dataset describes a cluster of 5 separate species, C25H40F9N2O8S4 in total. The level of theory is ωB97M-V with the def2-TZVPD basis set.

The geometry in XYZ format:
```
88
Properties=species:S:1:pos:R:3:forces:R:3:lowdin_charge:R:1
F -2.22544 5.80572 0.28225 -1.6 -0.7 -0.8 0.145
C -3.38669 5.87858 -0.43888 -1.0 2.6 0.4 -0.433
F -4.47489 5.48750 0.28316 1.9 -0.2 -0.8 0.158
F -3.58165 7.22486 -0.67259 0.3 -1.7 0.2 0.135
C -3.28846 5.19623 -1.85939 0.7 1.1 -1.2 -0.272
F -2.49329 6.04806 -2.62727 -0.6 -1.1 1.1 0.112
F -4.50248 5.19367 -2.49642 1.5 -0.5 1.4 0.156
C -2.56757 3.79390 -1.89839 -1.0 -1.2 -1.9 -0.269
F -1.21766 3.88020 -1.64938 -1.7 0.1 0.3 0.099
F -2.67106 3.36113 -3.22295 0.2 0.9 1.4 0.104
C -3.27482 2.65330 -1.03336 -0.2 -0.1 0.7 -0.351
F -3.18107 1.49629 -1.77530 0.2 1.0 1.1 0.103
F -4.64393 2.90272 -0.89189 1.6 0.1 -0.7 0.086
C -2.68200 2.56385 0.40892 0.3 -0.3 0.9 -0.043
C -2.07227 1.16817 0.82513 0.9 -0.1 1.2 -0.093
C -0.52154 1.16688 1.06022 0.0 0.2 -2.2 -0.169
C 0.51074 1.15117 0.05476 -1.6 -0.1 3.1 0.040
N 1.72638 1.10947 0.79374 -2.8 0.0 0.8 0.128
C 1.40696 1.12027 2.10451 0.8 -0.2 1.3 -0.058
N 0.06254 1.16812 2.34595 2.1 0.1 -3.6 0.171
H -3.50878 2.79248 1.14030 0.6 -0.2 -1.1 0.142
H -1.89675 3.34389 0.62359 -0.9 -0.7 -0.7 0.123
H -2.30418 0.31364 0.14993 0.0 0.9 0.4 0.108
H -2.51699 0.89930 1.82366 0.4 0.1 -1.2 0.110
H 0.39713 1.13939 -1.04772 0.4 -0.1 1.1 0.113
H 2.66700 1.06580 0.40203 -0.3 0.2 0.2 0.160
H 2.17849 1.07507 2.90482 -0.7 0.1 -0.8 0.142
H -0.40429 1.19733 3.24902 0.3 -0.2 -0.4 0.187
C 4.19313 5.53605 2.09064 0.0 0.1 0.1 -0.214
C 5.63888 5.12586 2.38480 0.0 0.0 -0.2 -0.208
C 5.61009 4.16303 3.57591 0.5 0.2 -0.1 -0.213
S 4.01432 3.35163 3.52591 0.3 0.5 -0.2 0.668
O 3.25830 3.74505 4.68810 -0.1 -0.4 -0.1 -0.310
O 4.19291 1.96041 3.15942 -0.3 -0.1 0.2 -0.350
C 3.38432 4.24477 2.11095 -0.1 0.2 -0.3 -0.241
H 4.10434 6.04845 1.13220 0.0 0.0 0.1 0.119
H 3.83574 6.21382 2.87089 0.0 0.0 -0.1 0.124
H 6.05808 4.61870 1.51135 0.0 0.0 0.0 0.120
H 6.26903 5.99073 2.59423 0.0 -0.1 0.0 0.120
H 6.39718 3.41347 3.50750 -0.1 -0.1 0.1 0.108
H 5.68617 4.69615 4.52348 -0.1 -0.1 0.0 0.111
H 2.31322 4.40954 2.22319 0.0 -0.1 0.1 0.107
H 3.58148 3.64307 1.22111 0.0 0.0 0.0 0.090
C 2.70730 3.48806 -5.02649 -0.2 0.0 -0.1 -0.211
C 1.89001 4.52072 -4.24527 0.1 0.1 -0.1 -0.200
C 1.23758 3.79243 -3.06630 -0.2 0.4 -0.2 -0.228
S 2.31385 2.41886 -2.67064 0.4 0.6 -0.7 0.679
O 1.61169 1.18493 -2.94494 0.0 -0.1 0.5 -0.322
O 2.96023 2.66454 -1.39510 -0.2 -0.5 0.3 -0.346
C 3.49131 2.70443 -3.98089 0.2 0.0 -0.3 -0.223
H 3.36977 3.96048 -5.75190 0.0 -0.1 0.0 0.123
H 2.03429 2.81838 -5.56917 0.1 0.0 0.0 0.125
H 2.55498 5.30430 -3.87165 0.0 0.0 0.0 0.121
H 1.13973 5.00124 -4.87390 0.0 0.0 0.1 0.123
H 1.14373 4.43883 -2.19523 0.0 -0.2 0.0 0.102
H 0.26324 3.38909 -3.33589 0.1 -0.1 0.0 0.094
H 3.87183 1.75366 -4.35108 0.0 0.0 0.2 0.114
H 4.30719 3.30183 -3.57068 -0.1 -0.1 0.1 0.112
C -1.61765 -4.19298 0.07632 0.1 -0.1 0.1 -0.209
C -2.48709 -4.75679 1.20307 0.1 0.2 0.1 -0.220
C -2.33987 -3.82035 2.40733 -0.1 -0.4 0.1 -0.204
S -1.96567 -2.20159 1.74147 -0.4 -0.9 -0.1 0.673
O -0.62618 -1.82962 2.14698 -0.1 0.5 0.1 -0.331
O -3.09927 -1.32639 1.94537 0.3 0.2 0.3 -0.341
C -1.92030 -2.69935 0.02641 0.1 -0.1 -0.4 -0.235
H -1.82916 -4.67584 -0.87849 0.0 0.0 0.0 0.120
H -0.56090 -4.35332 0.30991 0.0 0.0 -0.1 0.125
H -3.53166 -4.78005 0.88025 0.1 0.0 0.0 0.127
H -2.20246 -5.77545 1.45954 -0.1 0.6 0.0 0.063
H -3.25824 -3.76595 2.99018 0.1 0.2 0.0 0.108
H -1.51027 -4.12037 3.04809 0.0 0.1 0.0 0.110
H -1.16392 -2.12383 -0.50738 0.0 0.1 0.1 0.103
H -2.90702 -2.51186 -0.40102 0.0 0.0 0.1 0.114
C -1.14241 -10.34057 -0.99033 0.1 -0.1 0.1 -0.219
C -2.01092 -10.90638 0.13695 -0.1 -0.1 -0.1 -0.212
C -1.86825 -9.96988 1.34043 -0.1 -0.5 0.2 -0.216
S -1.49880 -8.34886 0.67255 -0.1 -0.5 -0.3 0.686
O -0.16652 -7.97391 1.07924 -0.2 0.4 0.1 -0.312
O -2.63555 -7.47544 0.87625 0.3 -0.6 -0.1 -0.344
C -1.45070 -8.84884 -1.04133 0.0 -0.2 -0.4 -0.230
H -1.35127 -10.82505 -1.94454 0.0 0.0 0.0 0.119
H -0.08562 -10.49644 -0.75607 0.0 0.0 -0.1 0.122
H -3.05502 -10.93343 -0.18675 0.1 0.0 0.0 0.120
H -1.72258 -11.92570 0.39589 0.0 0.1 0.0 0.118
H -2.78715 -9.91822 1.92261 0.1 0.2 0.0 0.106
H -1.03840 -10.26616 1.98212 0.0 0.2 0.0 0.109
H -0.69692 -8.27149 -1.57451 0.0 0.1 0.1 0.109
H -2.43761 -8.66534 -1.46952 0.0 0.0 0.1 0.111
```
Positions in Å, forces in eV/Å.

The lowest unoccupied orbital energy comes out at -1.844 eV. The net charge is +1. The value obtained for the gap between HOMO and LUMO is 10.41 eV.

This record from the OMol25 dataset describes a cluster of 5 separate species, H10O5 in total. The level of theory is ωB97M-V with the def2-TZVPD basis set.

The geometry in XYZ format:
```
15
Properties=species:S:1:pos:R:3:forces:R:3:lowdin_charge:R:1
O -0.77393 0.12193 -0.22267 -1.9 -3.5 0.5 -0.043
H -1.02993 -0.04207 0.71733 0.0 0.4 -1.0 0.018
H -0.29293 0.88693 -0.23467 2.0 3.3 0.1 -0.055
O -0.20793 -1.07707 -2.76367 0.4 2.8 -1.8 -0.130
H -0.16793 -0.16107 -3.27267 -0.2 -3.0 1.7 0.094
H -0.24593 -0.82207 -1.82767 -0.3 0.1 0.1 -0.034
O 1.11207 2.37593 -0.08567 -3.5 3.7 0.7 -0.011
H 1.09707 3.23893 -0.59267 -0.7 -1.0 1.2 0.098
H 1.83007 2.04893 -0.49567 4.2 -2.7 -1.9 -0.026
O 0.92907 -2.46407 0.46533 -1.4 -6.3 -4.7 -0.004
H 1.29407 -2.44807 -0.44967 -0.3 0.7 1.5 0.072
H 1.09707 -1.79507 0.98933 1.7 5.6 3.2 -0.073
O -1.79293 0.22393 2.33233 1.1 -0.2 1.0 -0.064
H -1.81593 -0.71407 2.61233 0.0 0.7 0.0 0.073
H -1.03193 0.62693 2.82833 -1.1 -0.6 -0.6 0.085
```
Positions in Å, forces in eV/Å.

The lowest unoccupied orbital energy comes out at 0.203 eV. The value obtained for the gap between HOMO and LUMO is 10.79 eV.

Here are the calculated relative energy (zero: lowest compared OMol25 entry of this formula, charge and spin) numbers, same order: 46.0 37.8 45.0 (kcal per mole).
Here are the calculated E numbers, same order: -74732.8104 -113725.4934 -10398.8991 (eV).